Record 1
C2O4Sn | ωB97M-V/def2-TZVPD

ΔE to the lowest compared entry with this formula, charge and spin (eV): 0.037
Gap between HOMO and LUMO (eV): 9.961
HOMO energy (Ha): -0.81192

```
! RIJCOSX wB97M-V def2-TZVPD def2/J DEFGRID3
* xyz 2 1
O -1.01 1.23 -1.32
C -0.94 2.35 -1.54
O -0.23 -0.99 1.32
O 1.46 -1.06 -0.14
C 1.07 -0.91 0.97
O 0.77 0.12 1.72
Sn -1.13 -0.74 -1.02
*
```


Record 2
C30H11B4Cl104IO4 | ωB97M-V/def2-TZVPD

Gap between HOMO and LUMO (eV): 9.211
HOMO energy (Ha): -0.34571

```
! RIJCOSX wB97M-V def2-TZVPD def2/J DEFGRID3
* xyz 0 1
C 5.28 -4.10 1.85
B 4.83 -3.24 0.62
O 4.93 -3.73 -0.68
B 4.05 -1.73 0.88
O 4.42 -0.78 1.83
B 3.40 -0.28 2.61
O 2.08 -0.35 2.21
B 1.83 -1.29 1.20
C 0.52 -2.14 1.20
C 0.25 -2.71 2.59
C -0.96 -3.64 2.74
I -1.98 -4.23 0.97
O 2.82 -1.49 0.25
H 6.05 -4.84 1.62
H 4.40 -4.63 2.23
H 5.60 -3.44 2.67
H 4.15 -4.26 -0.88
H 3.70 0.19 3.66
H -0.32 -1.51 0.89
H 0.65 -2.92 0.44
H 0.09 -1.84 3.24
H 1.14 -3.21 2.97
H -1.71 -3.14 3.35
H -0.69 -4.55 3.27
C -2.02 -0.37 -2.57
Cl -0.88 0.94 -2.22
Cl -1.56 -1.14 -4.09
Cl -1.95 -1.57 -1.27
Cl -3.65 0.27 -2.70
C 3.00 -7.54 -0.84
Cl 2.40 -5.87 -0.85
Cl 2.64 -8.29 -2.40
Cl 4.75 -7.52 -0.58
Cl 2.21 -8.44 0.45
C 1.37 -3.42 6.52
Cl 1.96 -2.10 5.50
Cl 1.40 -4.92 5.56
Cl 2.40 -3.58 7.94
Cl -0.29 -3.09 7.01
C 1.98 -8.47 8.91
Cl 2.12 -7.63 10.46
Cl 0.44 -9.34 8.85
Cl 2.05 -7.30 7.60
Cl 3.31 -9.63 8.76
C -6.28 -3.09 -2.38
Cl -6.29 -1.97 -1.02
Cl -7.61 -4.24 -2.19
Cl -6.50 -2.21 -3.90
Cl -4.73 -3.94 -2.44
C 3.65 2.83 -1.12
Cl 3.15 4.50 -0.82
Cl 2.90 2.25 -2.61
Cl 5.40 2.73 -1.27
Cl 3.11 1.82 0.22
C -3.46 5.12 -2.50
Cl -2.41 3.70 -2.43
Cl -4.09 5.48 -0.88
Cl -2.55 6.51 -3.10
Cl -4.82 4.76 -3.56
C -5.49 -7.16 0.75
Cl -5.52 -5.42 0.50
Cl -6.12 -7.97 -0.70
Cl -3.83 -7.70 1.02
Cl -6.48 -7.57 2.15
C 0.96 3.89 3.68
Cl 2.02 5.16 3.05
Cl -0.71 4.26 3.26
Cl 1.42 2.34 2.97
Cl 1.12 3.80 5.44
C -5.87 -9.39 5.95
Cl -4.43 -8.62 5.27
Cl -7.30 -8.87 5.06
Cl -5.70 -11.14 5.84
Cl -6.03 -8.93 7.65
C -8.68 3.24 -2.87
Cl -7.25 2.36 -2.31
Cl -8.20 4.82 -3.51
Cl -9.47 2.31 -4.14
Cl -9.78 3.47 -1.51
C 8.22 0.32 -3.15
Cl 8.53 1.12 -1.60
Cl 7.16 -1.06 -2.88
Cl 7.44 1.46 -4.25
Cl 9.75 -0.22 -3.85
C 0.18 5.62 -3.75
Cl -0.48 7.22 -3.40
Cl -0.56 4.99 -5.22
Cl 1.94 5.71 -3.99
Cl -0.17 4.54 -2.40
C 6.44 -9.52 4.95
Cl 7.36 -10.98 5.36
Cl 5.12 -9.32 6.10
Cl 7.50 -8.11 5.02
Cl 5.79 -9.68 3.31
C -0.68 8.41 3.83
Cl -0.18 7.47 5.24
Cl -0.85 10.11 4.28
Cl 0.53 8.24 2.56
Cl -2.24 7.81 3.25
C 2.48 10.51 -5.43
Cl 2.48 10.92 -7.15
Cl 1.26 11.49 -4.60
Cl 2.10 8.80 -5.22
Cl 4.07 10.85 -4.74
C -10.48 -3.08 -6.60
Cl -9.94 -3.27 -8.27
Cl -11.75 -1.86 -6.52
Cl -11.11 -4.62 -6.00
Cl -9.11 -2.59 -5.60
C -11.24 -6.93 -9.81
Cl -11.83 -8.31 -10.74
Cl -12.53 -5.73 -9.67
Cl -10.77 -7.48 -8.19
Cl -9.84 -6.23 -10.62
C -5.93 -7.74 -4.92
Cl -5.72 -8.33 -6.57
Cl -4.37 -7.71 -4.09
Cl -6.62 -6.12 -4.95
Cl -7.04 -8.83 -4.05
C -3.10 -14.18 8.18
Cl -3.55 -14.90 6.63
Cl -3.79 -12.56 8.30
Cl -3.71 -15.19 9.50
Cl -1.34 -14.09 8.29
C -2.66 0.25 4.07
Cl -1.38 -0.47 5.04
Cl -2.39 1.98 3.88
Cl -2.65 -0.52 2.48
Cl -4.23 -0.03 4.84
C -6.61 3.80 3.19
Cl -5.09 4.06 4.04
Cl -6.35 4.03 1.45
Cl -7.19 2.16 3.48
Cl -7.82 4.96 3.76
C 6.79 12.76 -8.40
Cl 8.31 11.90 -8.66
Cl 5.96 12.08 -6.99
Cl 7.12 14.47 -8.11
Cl 5.76 12.58 -9.82
C 4.19 10.41 4.54
Cl 2.78 9.40 4.87
Cl 4.43 10.54 2.79
Cl 3.94 12.02 5.22
Cl 5.63 9.68 5.27
C 9.75 15.70 -4.73
Cl 8.41 14.56 -4.87
Cl 10.25 16.23 -6.35
Cl 9.25 17.10 -3.78
Cl 11.11 14.90 -3.94
C 12.58 10.84 -3.85
Cl 13.38 9.35 -4.37
Cl 13.80 12.09 -3.57
Cl 11.46 11.39 -5.09
Cl 11.70 10.54 -2.35
*
```


Record 3
C30H14Cl5N4NdO11S | ωB97M-V/def2-TZVPD

⟨S²⟩: 3.753
Gap between HOMO and LUMO (eV): 7.278
HOMO energy (Ha): -0.15370

```
! RIJCOSX wB97M-V def2-TZVPD def2/J DEFGRID3
* xyz -2 4
Nd -0.14 -0.82 0.22
Cl 0.38 -0.60 3.37
C 2.02 -0.48 2.69
C 2.11 -0.38 1.33
C 3.39 -0.34 0.83
Cl 3.58 -0.25 -0.92
C 4.53 -0.37 1.62
Cl 6.12 -0.31 0.93
C 4.38 -0.46 3.01
Cl 5.77 -0.50 4.03
C 3.10 -0.52 3.56
Cl 2.89 -0.64 5.27
O -1.40 -0.62 -7.03
C -2.26 -0.56 -6.12
O -3.49 -0.68 -6.17
C -1.66 -0.54 -4.69
C -0.29 -0.54 -4.50
C 0.22 -0.53 -3.21
N -0.57 -0.50 -2.13
C -1.91 -0.50 -2.31
C -2.48 -0.53 -3.57
C -2.81 -0.51 -1.06
O -3.98 -0.75 -1.19
O -2.20 -0.25 0.07
H 0.35 -0.56 -5.37
H 1.28 -0.54 -3.03
H -3.55 -0.55 -3.68
O 1.10 9.62 3.52
S 0.21 8.75 4.27
O 0.69 7.39 4.42
O -1.30 8.48 2.91
C -0.97 7.98 1.77
N -0.71 8.83 0.74
C -0.34 8.28 -0.40
C -0.21 6.92 -0.60
C -0.50 6.13 0.50
N -0.87 6.63 1.66
C -0.39 4.64 0.45
C -0.35 3.92 -0.74
C -0.23 2.54 -0.70
N -0.13 1.85 0.43
C -0.18 2.54 1.58
C -0.31 3.91 1.63
H -0.14 8.97 -1.22
H 0.12 6.52 -1.55
H -0.44 4.41 -1.70
H -0.20 1.98 -1.62
H -0.10 1.96 2.49
H -0.34 4.44 2.58
O 0.37 -3.08 1.20
C -0.33 -3.60 0.29
O -0.91 -2.88 -0.58
C -0.50 -5.08 0.24
C -1.34 -5.64 -0.71
C -1.52 -7.03 -0.78
C -0.83 -7.78 0.13
O -0.83 -9.15 0.27
C 0.07 -9.44 1.34
O 0.57 -8.21 1.85
C 0.01 -7.22 1.08
C 0.20 -5.87 1.16
H -1.86 -4.99 -1.39
H -2.18 -7.48 -1.51
H 0.90 -10.04 0.96
H -0.47 -9.97 2.13
H 0.85 -5.41 1.90
*
```


Record 4
C30H14Cl5N5O2RuS | ωB97M-V/def2-TZVPD

ΔE to the lowest compared entry with this formula, charge and spin (eV): 2.956
⟨S²⟩: 0.760
Gap between HOMO and LUMO (spin up / spin down) (eV): 6.113 / 5.978
HOMO energy (spin up / spin down) (Ha): -0.40380 / -0.40029

```
! RIJCOSX wB97M-V def2-TZVPD def2/J DEFGRID3
* xyz 1 2
Ru -0.35 0.19 0.34
Cl 2.77 -1.06 -0.06
C 2.35 -0.57 1.56
C 1.14 0.08 1.72
C 0.91 0.73 2.94
Cl -2.39 0.12 2.98
C 1.78 0.57 4.00
Cl 1.45 1.39 5.49
C 2.93 -0.21 3.87
Cl 3.99 -0.43 5.19
C 3.24 -0.75 2.62
Cl 4.70 -1.62 2.38
O -4.86 6.25 0.71
N -4.15 5.73 -0.11
O -4.03 6.08 -1.27
C -3.34 4.57 0.32
C -3.20 4.39 1.63
C -2.35 3.32 2.14
C -2.40 2.75 3.36
C -1.51 1.56 3.63
C -0.18 1.77 2.92
N -0.46 1.97 1.49
C -1.47 2.69 1.17
C -1.88 2.70 -0.23
N -1.39 1.69 -0.97
C -1.71 1.64 -2.26
C -2.54 2.59 -2.83
C -3.10 3.59 -2.06
C -2.77 3.66 -0.70
H -3.72 5.05 2.31
H -3.10 3.08 4.12
H -1.36 1.38 4.69
H 0.21 2.71 3.33
H -1.30 0.81 -2.83
H -2.78 2.52 -3.89
H -3.77 4.31 -2.50
N -1.78 -0.09 -10.50
C -1.61 -0.38 -9.41
C -1.39 -0.74 -8.03
C -0.11 -0.68 -7.49
C 0.10 -1.01 -6.17
C -0.98 -1.41 -5.37
C -2.26 -1.48 -5.92
C -2.47 -1.14 -7.24
C -0.78 -1.73 -3.99
C -0.63 -2.01 -2.83
H 0.72 -0.38 -8.12
H 1.09 -0.97 -5.74
H -3.09 -1.80 -5.30
H -3.46 -1.19 -7.67
S -0.76 -1.97 1.04
C 0.33 -3.17 0.42
C 0.36 -3.15 -0.93
N -0.46 -2.23 -1.50
C -1.21 -1.46 -0.55
H 0.92 -3.78 1.08
H 0.99 -3.75 -1.57
H -2.25 -1.34 -0.85
*
```